# 1
One molecule with the formula C10H15BrN4 at a distorted geometry. Source: the Open Molecules 2025 dataset; level of theory: ωB97M-V/def2-TZVPD.

Its molar mass is 271.162 g mol⁻¹. For the relative energy (zero: lowest compared OMol25 entry of this formula, charge and spin), the calculation gives 5.4 kcal/mol. Its HOMO-LUMO gap is 8.94 eV. The value obtained for the max |F| is 4.820 eV/Å.

Each line ends with the Löwdin charge.
Positions of all 30 atoms, in Å:
C  -1.57  -1.17  1.10  -0.0559
N  -0.48  -0.27  0.72  -0.0911
N  0.84  -0.97  0.76  -0.0501
C  1.74  -0.34  1.58  -0.3725
N  3.02  -0.65  1.40  0.1230
C  3.94  -0.34  2.33  -0.1432
C  3.60  0.55  3.33  -0.6834
Br  4.81  1.17  4.63  0.7269
C  2.22  0.83  3.47  -0.1537
N  1.29  0.36  2.64  0.1451
C  1.21  -1.40  -0.53  -0.1366
C  0.35  -0.48  -1.53  -0.0378
C  -0.49  0.49  -0.50  -0.5372
C  0.31  1.75  -0.26  -0.0440
C  -1.86  0.86  -1.04  -0.0464
H  -1.32  -1.56  2.04  0.0612
H  -2.39  -0.57  1.21  0.0398
H  -1.92  -2.09  0.45  0.1224
H  4.91  -0.62  2.10  0.0891
H  1.77  1.52  4.16  0.1024
H  0.71  -2.35  -0.47  0.0972
H  2.32  -1.53  -0.54  0.1244
H  0.98  0.04  -2.26  0.0974
H  -0.34  -1.18  -2.09  0.1127
H  0.03  2.19  0.66  0.0607
H  -0.02  2.56  -1.12  0.1408
H  1.37  1.70  -0.34  0.0580
H  -2.47  1.46  -0.25  0.1319
H  -2.44  -0.05  -1.00  0.0604
H  -1.93  1.22  -2.01  0.0584



# 2
A 5-piece molecular cluster, C25H38Cl8N4O3PS2 overall at a distorted geometry. Source: the Open Molecules 2025 dataset; level of theory: ωB97M-V/def2-TZVPD.

Its molar mass is 821.336 g mol⁻¹. Its total charge is +1. Its HOMO-LUMO gap is 6.67 eV. The value obtained for the max |F| is 7.451 eV/Å.

Each line ends with the Löwdin charge.
Positions of all 81 atoms, in Å:
C  3.63  0.73  3.13  0.0456
C  3.49  1.11  1.97  -0.1456
C  2.86  1.53  0.57  -0.1608
C  2.72  0.38  -0.52  -0.4257
P  4.54  -0.30  -0.47  0.9934
C  5.37  -0.06  -2.17  -0.2427
O  4.56  -1.96  -0.20  -0.3078
N  2.46  1.21  -1.76  0.1582
C  1.17  1.12  -1.98  -0.1747
N  0.58  1.76  -3.14  0.1343
C  1.32  1.68  -4.15  -0.6609
S  2.29  1.89  -5.42  0.8599
C  0.33  0.29  -0.87  -0.1534
C  -0.40  1.23  0.20  -0.3005
C  -0.65  2.64  -0.26  -0.0403
C  -1.32  3.45  0.78  -0.1113
C  -1.63  2.84  2.08  -0.1645
N  -1.44  1.55  2.55  0.0936
C  -0.84  0.83  1.54  -0.1431
C  1.51  -0.69  -0.46  -0.3833
N  1.51  -1.12  0.93  0.0135
C  0.83  -2.41  1.24  -0.2389
C  -0.59  -2.66  0.59  -0.1068
S  1.69  -1.92  -1.86  0.7376
C  0.15  -2.28  -2.79  -0.1262
O  2.68  -1.49  -2.91  -0.3537
O  2.19  -3.25  -1.42  -0.3280
H  3.61  0.63  4.24  0.0624
H  3.66  2.24  0.14  0.1231
H  1.96  2.18  0.75  0.1160
H  5.74  -1.09  -2.47  0.0708
H  4.64  0.25  -2.98  0.0173
H  6.26  0.61  -2.05  0.0463
H  4.62  -2.07  0.76  -0.0532
H  3.20  1.69  -2.27  0.1634
H  -0.54  -0.05  -1.49  0.0547
H  -0.41  3.09  -1.25  0.1071
H  -1.58  4.51  0.57  0.0353
H  -2.12  3.53  2.84  0.0856
H  -0.67  -0.26  1.81  0.1075
H  2.49  -1.29  1.20  0.0869
H  1.47  -3.33  1.05  0.1225
H  0.68  -2.42  2.37  0.1273
H  -1.14  -1.75  0.23  0.0457
H  -1.24  -3.12  1.40  0.0843
H  -0.47  -3.48  -0.18  0.0704
H  0.38  -2.97  -3.66  0.1054
H  -0.17  -1.30  -3.27  0.0690
H  -0.72  -2.62  -2.16  0.0606
Cl  -5.52  2.28  -0.54  0.5711
C  -5.15  1.00  -1.72  -0.6449
C  -4.28  -0.09  -1.12  -0.6092
Cl  -2.62  0.50  -0.76  0.8003
H  -4.67  1.46  -2.58  0.0731
H  -6.10  0.57  -2.04  0.0751
H  -4.17  -0.91  -1.83  -0.0249
H  -4.70  -0.48  -0.20  0.0790
Cl  -5.32  7.12  -0.79  0.5452
C  -6.05  6.05  0.42  -0.6633
C  -5.18  5.90  1.66  -0.6143
Cl  -3.68  5.01  1.32  0.6518
H  -6.24  5.08  -0.05  0.0291
H  -7.01  6.48  0.70  0.0768
H  -5.72  5.34  2.42  0.0784
H  -4.91  6.87  2.07  0.0731
Cl  -5.21  -2.77  -2.92  0.6003
C  -4.63  -4.44  -2.66  -0.6364
C  -4.91  -4.93  -1.26  -0.6463
Cl  -3.93  -4.07  -0.04  0.5583
H  -3.56  -4.46  -2.89  0.0663
H  -5.15  -5.06  -3.39  0.0781
H  -4.66  -5.99  -1.18  0.0777
H  -5.96  -4.81  -1.00  0.0741
Cl  7.83  -3.32  4.56  0.5565
C  7.08  -1.73  4.81  -0.6579
C  5.57  -1.79  4.76  -0.6252
Cl  4.97  -2.15  3.12  0.6041
H  7.48  -1.04  4.06  0.0726
H  7.40  -1.38  5.79  0.0774
H  5.15  -0.82  5.05  0.0506
H  5.18  -2.55  5.44  0.0768



# 3
C32H45BeN2O7P3 as an isolated structure at a distorted geometry. Source: the Open Molecules 2025 dataset; level of theory: ωB97M-V/def2-TZVPD.

Its molar mass is 671.653 g mol⁻¹. Its HOMO-LUMO gap is 8.66 eV. The value obtained for the max |F| is 2.688 eV/Å.

Each line ends with the Löwdin charge.
Positions of all 90 atoms, in Å:
Be  -1.34  -1.91  -0.69  -0.0585
C  3.95  -2.35  1.53  -0.0541
C  3.66  -1.59  0.24  -0.4742
C  4.71  -1.82  -0.84  -0.0463
O  2.37  -2.03  -0.22  -0.2649
P  1.00  -1.17  -0.70  0.5563
O  0.18  -2.43  -1.09  -0.2734
C  0.71  -0.62  1.20  -0.1715
P  -0.73  -1.39  2.02  0.5674
O  -1.66  -1.98  0.97  -0.2307
O  -1.42  -0.27  2.85  -0.1766
C  -1.40  0.24  4.24  -0.3884
C  -0.05  0.09  4.91  -0.0462
C  -1.80  1.69  4.12  -0.0424
O  -0.31  -2.49  3.09  -0.2003
C  -0.43  -3.98  3.07  -0.3767
C  0.50  -4.58  2.03  -0.0313
C  -0.01  -4.40  4.48  -0.0535
O  1.77  -0.41  -1.94  -0.2595
C  1.66  -0.73  -3.36  -0.4117
C  2.25  -2.09  -3.66  -0.0481
C  2.48  0.33  -4.10  -0.0461
H  4.96  -2.15  1.89  0.0797
H  3.82  -3.43  1.38  0.0875
H  3.28  -2.08  2.33  0.0548
H  3.61  -0.50  0.44  0.1367
H  4.73  -2.88  -1.13  0.0965
H  5.68  -1.49  -0.48  0.0757
H  4.43  -1.22  -1.72  0.0603
H  0.53  0.48  1.15  0.0489
H  1.61  -0.82  1.81  0.0415
H  -2.19  -0.36  4.75  0.1575
H  0.75  0.62  4.39  0.0952
H  0.23  -0.96  4.99  0.0684
H  -0.12  0.48  5.92  0.0837
H  -1.07  2.24  3.50  0.0776
H  -1.83  2.17  5.08  0.0849
H  -2.78  1.77  3.65  0.0822
H  -1.49  -4.15  2.83  0.1478
H  1.55  -4.37  2.28  0.0841
H  0.31  -4.17  1.07  0.0606
H  0.38  -5.68  2.02  0.1028
H  1.05  -4.14  4.62  0.0867
H  -0.11  -5.50  4.59  0.0957
H  -0.62  -3.89  5.25  0.0834
H  0.56  -0.72  -3.59  0.1458
H  3.34  -2.07  -3.54  0.0740
H  2.11  -2.36  -4.68  0.0778
H  1.85  -2.84  -2.99  0.0733
H  3.54  0.19  -3.91  0.0779
H  2.20  1.35  -3.79  0.0678
H  2.31  0.25  -5.19  0.0900
O  -4.63  -3.07  -2.42  0.0804
C  -3.59  -2.77  -2.00  -0.4737
N  -2.55  -2.36  -1.58  0.1307
N  -0.53  -0.18  -0.97  -0.2426
P  -0.95  1.37  -1.12  0.9039
C  -1.14  1.90  -2.86  -0.2950
C  -0.64  3.09  -3.37  -0.0863
C  -0.83  3.38  -4.73  -0.0921
C  -1.57  2.58  -5.57  -0.0884
C  -2.18  1.46  -4.99  -0.0666
C  -1.95  1.09  -3.66  -0.0642
C  -2.60  1.76  -0.46  -0.2766
C  -3.42  0.81  0.16  -0.0458
C  -4.69  1.21  0.61  -0.0709
C  -5.13  2.53  0.45  -0.0708
C  -4.27  3.46  -0.19  -0.0832
C  -3.05  3.08  -0.67  -0.1130
C  0.17  2.54  -0.35  -0.3221
C  -0.23  3.31  0.74  -0.0803
C  0.73  4.04  1.43  -0.0859
C  2.08  4.01  1.08  -0.0795
C  2.43  3.32  -0.07  -0.0677
C  1.49  2.53  -0.77  -0.0827
H  -0.08  3.77  -2.71  0.1086
H  -0.34  4.29  -5.14  0.1092
H  -1.69  2.82  -6.63  0.1094
H  -2.84  0.87  -5.60  0.1019
H  -2.36  0.14  -3.27  0.1127
H  -3.03  -0.21  0.36  0.0896
H  -5.35  0.50  1.10  0.1083
H  -6.14  2.84  0.70  0.1025
H  -4.60  4.50  -0.29  0.1079
H  -2.44  3.78  -1.27  0.1176
H  -1.28  3.38  1.06  0.1042
H  0.38  4.61  2.30  0.1060
H  2.85  4.52  1.70  0.1172
H  3.46  3.34  -0.46  0.1126
H  1.80  1.88  -1.60  0.0967



# 4
C39H36N4O2PbS2Se2Te3 as an isolated structure at a distorted geometry. Source: the Open Molecules 2025 dataset; level of theory: ωB97M-V/def2-TZVPD.

Its molar mass is 1404.797 g mol⁻¹. For the relative energy (zero: lowest compared OMol25 entry of this formula, charge and spin), the calculation gives 26.4 kcal/mol. Its HOMO-LUMO gap (spin up / spin down) is 4.26 / 4.41 eV. The value obtained for the max |F| is 1.345 eV/Å.

Each line ends with the Löwdin charge.
Positions of all 89 atoms, in Å:
Pb  -0.45  0.33  -0.01  1.2506
C  -4.89  -0.35  -2.04  -0.0221
C  -3.48  0.14  -1.77  -0.5219
O  -3.02  -0.02  -0.63  -0.1579
C  -2.72  0.57  -2.91  -0.0646
C  -1.40  0.94  -2.83  -0.4220
C  -0.40  0.43  -3.84  -0.0413
N  -0.88  1.70  -1.81  -0.1382
N  -1.82  2.72  -1.41  0.0714
C  -2.10  2.74  -0.13  -0.4928
O  -1.79  1.88  0.79  -0.2915
C  -2.79  3.99  0.36  -0.1248
C  -3.36  4.01  1.64  -0.0259
C  -3.86  5.21  2.13  -0.0886
C  -3.80  6.36  1.35  -0.1047
C  -3.26  6.33  0.08  -0.0905
C  -2.76  5.14  -0.41  -0.0385
H  -4.95  -1.39  -1.68  0.0759
H  -5.17  -0.26  -3.11  0.0812
H  -5.60  0.21  -1.42  0.0864
H  -3.11  0.26  -3.87  0.0942
H  -0.87  -0.01  -4.74  0.0850
H  0.15  -0.38  -3.34  0.0494
H  0.32  1.22  -4.10  0.0776
H  -3.34  3.12  2.24  0.0964
H  -4.29  5.25  3.11  0.0938
H  -4.23  7.27  1.75  0.0941
H  -3.19  7.23  -0.51  0.0982
H  -2.31  5.11  -1.39  0.1015
Se  -2.20  -2.71  2.10  -0.1287
Te  -2.13  -3.32  4.35  0.2375
Te  0.10  -1.92  5.32  0.2887
Se  1.46  -1.80  3.43  -0.0386
N  0.96  2.33  0.81  -0.3959
S  1.08  2.90  2.28  1.0596
C  2.34  1.85  2.99  -0.3920
C  3.22  1.19  2.15  -0.0936
C  4.24  0.43  2.71  -0.0899
C  4.38  0.39  4.09  -0.0965
C  3.52  1.12  4.91  -0.0953
C  2.50  1.85  4.37  -0.0959
C  -0.33  2.42  3.31  -0.3961
C  -0.93  3.44  4.02  -0.1008
C  -2.04  3.19  4.77  -0.0947
C  -2.63  1.93  4.77  -0.0591
C  -2.03  0.91  4.03  -0.0882
C  -0.85  1.15  3.33  -0.1506
H  0.75  3.13  0.21  0.0079
H  3.04  1.24  1.09  0.0775
H  4.90  -0.13  2.08  0.1065
H  5.13  -0.24  4.55  0.1061
H  3.66  1.10  5.98  0.1113
H  1.82  2.40  5.01  0.1185
H  -0.51  4.44  3.94  0.1120
H  -2.54  3.99  5.30  0.1099
H  -3.54  1.76  5.34  0.1141
H  -2.48  -0.07  4.02  0.0568
H  -0.34  0.35  2.80  0.0085
C  -1.56  -3.88  -3.96  -0.4295
Te  -1.61  -2.96  -2.02  1.2843
C  0.50  -3.23  -2.02  -0.4446
C  0.76  -4.28  -3.09  -0.2738
C  1.99  -4.93  -3.14  -0.0361
C  2.18  -5.96  -4.05  -0.0801
C  1.17  -6.30  -4.95  -0.0917
C  -0.03  -5.62  -4.95  -0.0439
C  -0.24  -4.62  -4.00  -0.2881
H  -1.59  -3.11  -4.72  0.0511
H  -2.40  -4.58  -4.06  0.0541
H  0.80  -3.58  -1.04  0.0400
H  1.04  -2.31  -2.23  0.0355
H  2.74  -4.69  -2.39  0.1019
H  3.11  -6.49  -4.05  0.0953
H  1.33  -7.11  -5.64  0.0987
H  -0.81  -5.88  -5.65  0.1124
S  4.21  0.29  -2.58  1.0613
C  2.67  0.72  -1.88  -0.4600
N  2.19  -0.09  -1.03  -0.0394
C  3.04  -1.17  -0.82  -0.3423
C  2.79  -2.20  0.07  -0.0772
C  3.65  -3.27  0.13  -0.0728
C  4.78  -3.29  -0.71  -0.0786
C  5.06  -2.24  -1.58  -0.0792
C  4.17  -1.17  -1.63  -0.4676
H  2.14  1.62  -2.19  0.0798
H  1.89  -2.20  0.69  0.0434
H  3.47  -4.08  0.80  0.1068
H  5.41  -4.17  -0.71  0.1011
H  5.96  -2.26  -2.18  0.1093